Record 1
Density functional theory data (the ωB97M-V functional and the def2-TZVPD basis) for C6H18N2O2Si in the gas phase in a non-equilibrium geometry.

Positions of all 29 atoms, in Å:
1 O -1.10233 -0.53040 -0.21295
2 O 0.97790 1.17673 0.11381
3 N 0.37418 -2.41825 -1.75102
4 N 1.14544 -1.74084 1.15521
5 C -1.21522 -0.66852 -1.57510
6 C 1.91142 0.65776 1.04291
7 C 0.02740 -1.13090 -2.19014
8 C 2.19358 -0.81239 0.78197
9 C -1.61310 2.54078 -0.54270
10 C -1.17137 1.14375 2.13304
11 Si -0.72481 1.01131 0.33501
12 H 0.36462 -2.46494 -0.74647
13 H -0.35978 -3.10070 -2.07969
14 H 0.23615 -1.26454 0.99788
15 H 1.10416 -1.83279 2.13628
16 H -1.68189 0.21314 -2.08055
17 H -2.02236 -1.43761 -1.75920
18 H 2.85410 1.19020 0.91985
19 H 1.59853 0.86726 2.07113
20 H 0.69301 -0.27368 -1.99865
21 H -0.06927 -1.12060 -3.26316
22 H 2.39190 -0.94645 -0.27842
23 H 3.04937 -1.19514 1.32236
24 H -1.73730 2.22483 -1.61472
25 H -1.08451 3.45297 -0.41198
26 H -2.56923 2.65121 0.00231
27 H -0.28169 1.68782 2.32660
28 H -1.32529 0.26805 2.75646
29 H -1.96361 1.85194 2.40991

Output
- HOMO energy (eV) = -8.899
- frontier orbital gap (eV) = 9.724
- energy above the lowest of the compared OMol25 structures with the same formula, charge and spin (kJ/mol) = 0.0
- SMILES = C[Si](C)(OCCN)OCCN
- LUMO level (hartree) = 0.0303
- E_tot (hartree) = -788.94165

natural (NBO) atomic charges, in units of e: -0.896, -0.898, -0.835, -0.838, -0.074, -0.074, -0.262, -0.255, -1.103, -1.186, 2.071, 0.383, 0.348, 0.363, 0.346, 0.162, 0.162, 0.183, 0.159, 0.199, 0.193, 0.202, 0.197, 0.236, 0.245, 0.236, 0.231, 0.254, 0.253

---

Record 2
Density functional theory data (the ωB97M-V functional and the def2-TZVPD basis) for a molecular structure, C20H28Cl5NOOsSi3 in a non-equilibrium geometry.

Positions of all 59 atoms, in Å:
1 Os -0.19427 0.01738 -0.23069
2 Cl 5.15142 4.16282 1.87561
3 C 3.82080 3.42953 1.10418
4 C 3.47170 2.11921 1.41782
5 Cl 4.33134 1.19559 2.57135
6 C 2.38841 1.56221 0.75892
7 Cl 1.84969 -0.06428 1.10248
8 C 1.63627 2.22535 -0.18902
9 O 0.60284 1.62458 -0.83682
10 C 1.98906 3.53807 -0.49723
11 Cl 1.07459 4.37587 -1.67863
12 C 3.07376 4.13410 0.14560
13 Cl 3.49878 5.73660 -0.24832
14 C -1.73806 -1.49901 -2.98049
15 Si -1.96978 0.19486 -2.24116
16 C -1.19471 1.56170 -3.21555
17 C -3.79271 0.51761 -2.02554
18 C -1.89789 0.30409 0.22403
19 Si -2.75738 1.85678 1.09882
20 C -4.51552 1.42923 1.49290
21 C -2.49347 3.30640 -0.02646
22 C -1.71340 2.03811 2.63029
23 Si -2.19452 -1.56253 0.96146
24 C -3.87242 -2.09907 0.39569
25 C -1.97725 -1.52290 2.79367
26 C -0.88609 -2.64864 0.12566
27 C -0.91430 -4.02900 0.05811
28 C 0.10378 -4.70388 -0.61035
29 C 1.12107 -3.98108 -1.20984
30 C 1.10401 -2.59974 -1.13281
31 N 0.12272 -1.97460 -0.47752
32 H -2.25815 -1.50029 -3.94353
33 H -2.17729 -2.29928 -2.38265
34 H -0.69314 -1.73917 -3.17531
35 H -1.73090 1.61334 -4.16844
36 H -0.13952 1.38550 -3.41932
37 H -1.28808 2.53049 -2.72504
38 H -4.20397 0.46744 -3.03989
39 H -4.02416 1.50974 -1.64482
40 H -4.32541 -0.22131 -1.43078
41 H -5.12620 1.22478 0.61351
42 H -4.96402 2.28098 2.01156
43 H -4.57658 0.57738 2.17376
44 H -3.13467 3.33084 -0.90566
45 H -1.45295 3.37019 -0.35314
46 H -2.70820 4.21007 0.55118
47 H -1.93976 1.30062 3.40003
48 H -1.92295 3.02369 3.05583
49 H -0.64267 2.00187 2.41536
50 H -4.64669 -1.40256 0.71722
51 H -4.07277 -3.05717 0.88634
52 H -3.94729 -2.25285 -0.67916
53 H -2.75776 -0.92799 3.27125
54 H -1.00608 -1.12218 3.08594
55 H -2.05955 -2.54027 3.18484
56 H -1.72302 -4.57756 0.52322
57 H 0.09720 -5.78442 -0.66242
58 H 1.92728 -4.46960 -1.73827
59 H 1.86895 -1.98470 -1.58912

Output
- HOMO energy (eV) = -14.197
- frontier orbital gap (eV) = 6.833
- energy above the lowest of the compared OMol25 structures with the same formula, charge and spin (kJ/mol) = 0.0
- LUMO level (hartree) = -0.2706
- E_tot (hartree) = -4168.51445
- charge = +2

natural (NBO) atomic charges, in units of e: 0.771, 0.135, -0.080, -0.073, 0.115, -0.136, 0.199, 0.294, -0.592, -0.105, 0.097, -0.057, 0.136, -1.158, 1.665, -1.157, -1.152, -0.841, 1.703, -1.148, -1.146, -1.128, 1.668, -1.133, -1.144, -0.216, -0.194, -0.105, -0.204, 0.059, -0.428, 0.279, 0.242, 0.247, 0.272, 0.263, 0.266, 0.281, 0.252, 0.247, 0.261, 0.283, 0.247, 0.258, 0.257, 0.279, 0.255, 0.279, 0.240, 0.274, 0.279, 0.265, 0.269, 0.265, 0.281, 0.252, 0.260, 0.266, 0.237

---

Which of these has the lowest LUMO level?
C20H28Cl5NOOsSi3